This record from OMol25 describes a molecular structure, C4H12Be2FO6 in a non-equilibrium geometry. The level of theory is wB97M-V/def2-TZVPD.

```
25
Properties=species:S:1:pos:R:3:lowdin_charge:R:1
Be -1.22376 -0.49728 0.66136 0.03
Be 1.35624 0.92572 -0.22864 -0.06
F -0.03376 0.33372 0.18436 -0.07
O 1.24624 2.01472 -1.37164 -0.25
C 2.41024 1.75672 -2.18864 -0.30
C 2.61524 0.27172 -2.12264 -0.31
O 2.30324 -0.07528 -0.79964 -0.24
H 3.18824 2.21272 -1.61864 0.07
H 2.38324 2.14672 -3.30264 0.13
H 3.62024 0.03172 -2.33064 0.07
H 1.87924 -0.33928 -2.70964 0.12
O -1.12276 -2.01628 0.82236 -0.23
C -2.55776 -2.29428 0.84736 -0.27
C -3.09676 -1.43428 -0.25264 -0.28
O -2.58276 -0.10028 -0.03564 -0.24
H -2.89576 -1.99928 1.77436 0.05
H -2.73076 -3.35928 0.68036 0.10
H -4.14076 -1.34628 -0.18864 0.09
H -2.60976 -1.73328 -1.12664 0.09
O 2.08424 1.60872 1.11636 0.13
H 2.91624 1.88772 1.37836 0.07
H 1.64124 1.78272 1.94736 0.11
O -1.50976 0.06172 2.56636 0.04
H -1.37076 0.80772 3.17336 0.09
H -1.76876 -0.64728 3.12436 0.05
```

Its maximum force is 3.697 eV/A. As for the total energy: -20155.0546 eV. The calculation puts the molecular weight at 193.16 Da. The calculation puts the LUMO energy at 2.2 eV. Its net charge is -1.

=====

This record from OMol25 describes a molecular structure, C4H12ClCrO4STi in a non-equilibrium geometry. The level of theory is wB97M-V/def2-TZVPD.

```
24
Properties=species:S:1:pos:R:3:lowdin_charge:R:1
Cr 2.93270 -0.20133 -4.14122 0.69
Ti 4.79625 1.47912 -0.15956 1.39
Cl 2.86299 0.50432 -1.59993 0.00
O -0.63565 -0.79157 -1.58018 -0.33
S -1.47996 -1.53736 -0.66852 0.62
O -2.28240 -2.60543 -1.17128 -0.24
O -0.52643 -2.14288 0.47905 -0.23
C 0.50983 -1.24212 0.87657 -0.31
C 1.28291 -1.85541 2.01470 -0.06
C -2.49628 -0.36517 0.26039 -0.09
H 0.15755 -0.23150 1.07822 0.10
H 1.17240 -1.16775 0.01038 0.06
H 2.13972 -1.24518 2.30748 0.07
H 1.63184 -2.87164 1.82913 0.09
H 0.64812 -1.97047 2.89726 0.09
H -2.79262 -0.83947 1.19681 0.08
H -3.35833 -0.11350 -0.34810 0.08
H -1.91747 0.50441 0.56313 0.04
C -0.65856 3.05065 -0.66662 -0.14
O -0.05041 1.95495 -0.01142 -0.16
H 0.09043 3.83687 -0.83617 0.08
H -1.12257 2.81214 -1.62704 0.09
H -1.44003 3.54258 -0.09019 0.09
H 0.53597 1.49574 -0.61292 -0.01
```

The expectation value of S² is 15.7552. Its maximum force is 2.099 eV/A. As for the total energy: -87405.0534 eV. The calculation puts the molecular weight at 291.52 Da. The calculation puts the LUMO energy (alpha / beta) at -10.9 / -10.8 eV. The calculation puts the energy above the lowest of the compared OMol25 structures with the same formula, charge and spin at 9.5 kcal per mole. Its spin multiplicity is 8. Its net charge is +2.

=====

This record from OMol25 describes 2 unconnected molecules or ions with the total composition C4H12ClNSi in a non-equilibrium geometry. The level of theory is wB97M-V/def2-TZVPD.

```
19
Properties=species:S:1:pos:R:3:lowdin_charge:R:1
C 2.82119 1.67909 -0.40997 -0.20
C 1.35212 -0.17369 -0.58128 -0.22
C -3.37065 -2.17756 0.08115 -0.23
C 2.04003 0.74574 0.40374 -0.68
N -3.24519 -0.76036 0.42491 -0.11
Si 0.55134 1.37000 1.51907 0.47
Cl 0.26549 3.38608 1.01887 0.12
H 2.09011 2.31720 -0.91979 0.05
H 3.42846 2.47265 0.11188 0.09
H 3.42572 1.26030 -1.18104 0.06
H 2.11671 -0.89280 -1.15899 0.13
H 0.89253 0.16710 -1.47392 0.05
H 0.57509 -0.74634 -0.01926 0.04
H -2.47679 -2.77676 0.37297 0.06
H -4.22521 -2.64293 0.45115 0.04
H -3.31618 -2.18776 -1.06124 0.09
H 2.61087 0.01158 0.96594 0.09
H -2.30970 -0.40603 -0.00962 0.08
H -3.22593 -0.64550 1.46542 0.06
```

Its maximum force is 3.986 eV/A. As for the total energy: -26231.4984 eV. The calculation puts the molecular weight at 137.69 Da. The calculation puts the LUMO energy at -0.7 eV. The calculation puts the energy above the lowest of the compared OMol25 structures with the same formula, charge and spin at 88.1 kcal per mole. Its net charge is 0.

=====

This record from OMol25 describes a molecular structure, C4H12ClO4Sr2 in a non-equilibrium geometry. The level of theory is wB97M-V/def2-TZVPD.

```
23
Properties=species:S:1:pos:R:3:lowdin_charge:R:1
Sr -0.67276 3.87288 2.96221 1.67
Sr 3.35709 4.35304 1.12252 1.69
Cl 1.27410 2.30796 1.46491 -0.19
C 0.23740 -1.70555 2.05494 -0.22
C 1.36715 -2.62688 1.61794 -0.26
O 0.87777 -3.71628 0.87483 -0.03
O 0.68657 -0.64179 2.91752 -0.11
H -0.45825 -2.28054 2.66735 0.13
H -0.34807 -1.31940 1.21190 0.11
H 1.84101 -2.98222 2.53381 0.13
H 2.13825 -2.09977 1.03827 0.12
H 0.68684 -3.40754 -0.01660 0.10
H 0.93134 0.11614 2.38935 -0.07
C -1.37295 0.95348 -3.15281 -0.26
C -1.02415 1.47589 -1.77716 -0.26
O 0.02769 0.66147 -1.26693 -0.08
O -1.89424 -0.34638 -3.12082 -0.02
H -0.50120 1.03268 -3.80330 0.13
H -2.06324 1.65403 -3.64747 0.13
H -1.87335 1.47497 -1.07511 0.11
H -0.76302 2.54976 -1.83692 0.10
H 0.32548 0.97757 -0.41278 -0.04
H -2.77945 -0.30354 -2.74565 0.10
```

Its maximum force is 2.033 eV/A. As for the total energy: -26696.4918 eV. The calculation puts the molecular weight at 334.83 Da. The calculation puts the LUMO energy at -13.6 eV. The calculation puts the energy above the lowest of the compared OMol25 structures with the same formula, charge and spin at 93.9 kcal per mole. Its net charge is +3.

=====

This record from OMol25 describes a molecular structure, C4H12CsN2O2 in a non-equilibrium geometry. The level of theory is wB97M-V/def2-TZVPD.

```
21
Properties=species:S:1:pos:R:3:lowdin_charge:R:1
Cs -1.12797 0.51387 0.91079 1.13
C -0.91817 4.35907 0.31699 -0.65
O -1.60383 3.45691 0.81607 -0.15
N -1.40602 5.59823 0.03370 0.17
N 0.40227 4.20293 -0.02013 0.16
H -0.83177 6.33906 -0.31270 0.10
H -2.38995 5.79482 0.06482 0.12
H 0.85445 3.36436 0.29037 0.09
H 0.94467 5.00780 -0.25518 0.10
C 0.25241 -2.53990 -1.36831 -0.05
C 0.06180 -3.27924 -0.06879 -0.48
C 1.32166 -3.99128 0.44555 -0.04
O -0.35858 -2.34599 0.93790 -0.23
H 0.79845 -3.14051 -2.09378 0.09
H 0.92463 -1.68998 -1.19207 0.08
H -0.68199 -2.17955 -1.79405 0.08
H -0.70252 -4.05111 -0.20927 0.14
H 1.60971 -4.81906 -0.20936 0.09
H 1.15324 -4.46599 1.41408 0.08
H 2.18789 -3.33313 0.51836 0.09
H -0.49037 -2.80131 1.77502 0.09
```

Its maximum force is 1.330 eV/A. As for the total energy: -11962.3304 eV. The calculation puts the molecular weight at 253.06 Da. The calculation puts the LUMO energy at -3.1 eV. The calculation puts the energy above the lowest of the compared OMol25 structures with the same formula, charge and spin at 0.0 kcal per mole. Its net charge is +1.

=====

This record from OMol25 describes a molecular structure, C4H12CsO3 in a non-equilibrium geometry. The level of theory is wB97M-V/def2-TZVPD.

```
20
Properties=species:S:1:pos:R:3:lowdin_charge:R:1
Cs -2.68976 -0.13280 -1.21728 0.95
C 1.01884 1.99161 0.71202 -0.10
O 0.68505 0.62984 0.58639 -0.26
C 1.77201 -0.31285 0.69476 -0.14
C 1.12932 -1.71326 0.66125 -0.17
O 0.70256 -1.91321 -0.69981 -0.22
C -0.09778 -3.08785 -0.82754 -0.12
H 1.64770 2.33744 -0.10836 0.09
H 1.40448 2.09993 1.72576 0.10
H 0.11730 2.59409 0.60078 0.08
H 2.31656 -0.11269 1.61753 0.13
H 2.31703 -0.10334 -0.22565 0.13
H 0.28113 -1.85503 1.33101 0.12
H 1.84083 -2.49510 0.92685 0.13
H -1.03146 -3.10022 -0.26524 0.07
H 0.47236 -3.90656 -0.38851 0.09
H -0.30818 -3.33905 -1.86714 0.09
O -3.81311 3.75214 -1.10089 -0.07
H -3.65447 4.33217 -0.35616 0.04
H -4.11041 4.33474 -1.79977 0.04
```

Its maximum force is 1.840 eV/A. As for the total energy: -11026.6306 eV. The calculation puts the molecular weight at 241.04 Da. The calculation puts the LUMO energy at -3.4 eV. The calculation puts the energy above the lowest of the compared OMol25 structures with the same formula, charge and spin at 14.7 kcal per mole. Its net charge is +1.

=====

- Which of these has the lowest molecular weight?
  C4H12ClNSi

=====

- Which value of molecular weight does entry 4 give?
  334.83 Da